Record 1
Density functional theory data (wB97M-V/def2-TZVPD) for a 2-piece molecular cluster, C2H7O2P overall at a distorted geometry.

**Energy relative to the best compared isomer or geometry (same formula, charge and spin)**: 7.3114 eV
**LUMO (alpha / beta)**: 0.4 / -1.0 eV
**Highest occupied orbital energy (alpha / beta)**: -0.35826 / -0.29352 hartree
**E**: -571.98378 Ha

Positions of all 12 atoms, in Å:
1 C 1.312884 -0.273027 -0.859772
2 C 1.326991 0.655929 0.256007
3 O -1.137990 1.528033 0.022011
4 O -1.862942 0.597432 -0.736205
5 P -2.646323 -0.593627 0.195917
6 H 2.391827 -0.702143 -0.774252
7 H 0.553565 -1.178924 -0.771272
8 H 1.146251 0.237127 -1.845202
9 H 1.373458 1.775680 0.127172
10 H 1.451380 0.191897 1.274912
11 H -1.812351 -0.552136 1.279588
12 H -3.670526 0.028249 0.865781

Force components x, y, z for each atom (eV/Å):
C 0.39 -1.58 -0.88
C -1.16 1.19 1.50
O -0.38 -1.16 -0.67
O 0.51 0.75 1.27
P 0.49 -0.82 -1.63
H -1.62 0.14 -0.77
H 1.52 1.81 -0.01
H 0.29 -0.64 0.90
H 0.10 -1.61 0.23
H -0.20 0.94 -1.09
H 0.68 0.00 0.81
H -0.61 0.99 0.35

Record 2
Density functional theory data (wB97M-V/def2-TZVPD) for C36H31BBrNO4S4Tc as an isolated structure at a distorted geometry.

**Spin multiplicity**: 4
**Energy relative to the best compared isomer or geometry (same formula, charge and spin)**: 3.1079 eV
**LUMO (alpha / beta)**: 0.1 / -0.1 eV
**<S²>**: 3.773
**Highest occupied orbital energy (alpha / beta)**: -0.25693 / -0.26809 hartree
**E**: -6018.60878 Ha

Positions of all 79 atoms, in Å:
1 Tc -11.089976 -19.435660 -1.769938
2 S -10.260060 -19.260560 0.529816
3 C -9.108795 -17.929699 0.149600
4 C -8.455449 -17.463947 1.384869
5 C -7.603462 -16.442743 1.194470
6 C -7.434592 -16.105228 -0.220441
7 C -7.121455 -17.347163 -1.008429
8 C -8.053264 -18.278347 -0.897205
9 S -8.145498 -19.821487 -1.638541
10 C -7.324731 -19.383115 -3.193642
11 C -8.161095 -18.504172 -4.007539
12 C -7.900686 -17.171909 -4.275333
13 C -8.927309 -16.342342 -4.807629
14 C -10.100196 -16.925046 -5.172534
15 C -10.340938 -18.222461 -4.944622
16 C -11.655255 -18.898526 -5.205966
17 S -12.466182 -19.478058 -3.695334
18 C -12.627709 -21.226078 -4.127229
19 C -13.058343 -21.651597 -5.398720
20 C -13.211579 -22.995862 -5.668480
21 C -12.874960 -23.949184 -4.740025
22 C -12.453664 -23.536609 -3.482819
23 C -12.328877 -22.193453 -3.215073
24 S -11.500117 -21.699709 -1.730104
25 N -9.408657 -18.996994 -4.290451
26 H -8.784902 -17.878237 2.290923
27 H -7.198547 -15.795182 1.966578
28 H -6.831606 -15.267404 -0.530817
29 H -6.379894 -17.301658 -1.783082
30 H -7.148409 -20.364887 -3.667385
31 H -6.301317 -19.043390 -3.031833
32 H -6.914500 -16.764600 -4.055941
33 H -8.781889 -15.325229 -5.042321
34 H -10.811484 -16.286260 -5.643762
35 H -11.439616 -19.818116 -5.769256
36 H -12.374925 -18.234877 -5.575741
37 H -13.329827 -21.015393 -6.224659
38 H -13.496439 -23.213460 -6.715936
39 H -12.736155 -24.946442 -5.041981
40 H -12.132993 -24.219371 -2.716478
41 C -12.798905 -10.256861 -3.164626
42 C -13.470386 -11.063781 -4.250701
43 C -14.920059 -10.649199 -4.119622
44 C -12.709013 -10.608885 -5.505729
45 C -13.152532 -12.484057 -4.067401
46 C -14.068939 -13.456903 -4.561974
47 C -13.847365 -14.824360 -4.322256
48 C -12.737468 -15.187112 -3.574835
49 O -12.386156 -16.419190 -3.144092
50 B -11.187183 -16.152807 -2.399238
51 O -10.854850 -14.783801 -2.420456
52 C -11.785860 -14.235237 -3.214400
53 C -12.033515 -12.856045 -3.364647
54 H -12.892106 -9.220921 -3.420862
55 H -11.704026 -10.402565 -3.107710
56 H -13.154459 -10.354775 -2.125943
57 H -14.990657 -9.646804 -4.314149
58 H -15.274701 -10.851139 -3.097614
59 H -15.552032 -11.140998 -4.841051
60 H -12.663101 -9.547797 -5.404362
61 H -13.186417 -10.929378 -6.343269
62 H -11.693784 -11.006643 -5.518146
63 H -14.872111 -13.248212 -5.344558
64 H -14.484597 -15.576804 -4.696593
65 H -11.273683 -12.230891 -2.950208
66 Br -14.021677 -14.745557 3.514220
67 C -12.693294 -15.208995 2.285279
68 C -13.044350 -16.342981 1.449143
69 C -12.089935 -16.733611 0.552051
70 C -10.823390 -16.074292 0.482669
71 C -10.579727 -14.974734 1.264865
72 C -11.451540 -14.614360 2.284856
73 C -9.813929 -16.653038 -0.491062
74 O -8.816351 -15.737680 -0.747566
75 O -10.456539 -17.102911 -1.785095
76 H -14.012986 -16.923620 1.509435
77 H -12.212062 -17.649635 -0.031650
78 H -9.570187 -14.619256 1.256490
79 H -11.311036 -13.774822 2.947297

Force components x, y, z for each atom (eV/Å):
Tc 0.26 -0.19 0.05
S -0.12 -0.60 -0.67
C -0.72 -0.95 -0.87
C 1.18 1.89 -0.62
C -0.43 -0.32 1.34
C -1.34 -0.72 -1.76
C 0.05 0.55 -0.67
C 0.29 0.12 1.33
S -0.20 -0.31 -0.58
C 1.35 -1.81 -0.03
C -3.21 0.68 -0.66
C -0.15 1.28 -0.32
C 2.19 -1.96 0.42
C -0.42 1.94 -0.71
C 1.31 -3.09 2.19
C 1.42 -0.86 0.57
S 0.00 -1.05 0.30
C -0.74 0.28 -1.85
C -0.49 0.24 0.66
C 0.05 0.49 -1.58
C 0.59 0.61 0.83
C -0.24 -0.49 -0.65
C 0.88 1.00 1.50
S 0.06 -0.11 0.83
N -0.04 0.77 -0.91
H -0.26 -0.23 1.19
H 0.18 -0.42 0.05
H 0.14 0.27 0.37
H 0.41 -0.16 0.05
H -0.44 0.32 -0.06
H -0.17 0.44 0.15
H -0.26 0.02 0.01
H 0.39 1.04 0.06
H -0.76 0.19 -0.27
H -0.46 0.60 -0.21
H -0.71 0.85 -1.41
H 0.07 0.64 0.17
H 0.15 -0.33 0.86
H -0.40 -1.30 -0.12
H 0.07 -0.33 0.04
C 1.50 0.56 1.39
C 1.45 1.20 0.79
C -0.06 -2.61 -0.05
C 0.48 0.39 2.16
C -2.04 -1.38 -0.12
C 0.36 -0.82 -1.11
C 0.78 1.01 0.43
C -0.16 1.52 -1.15
O 1.68 -0.42 1.27
B -0.89 0.81 -0.98
O 0.78 -1.63 0.33
C -2.42 1.39 0.10
C 0.92 -2.63 -0.09
H -0.25 0.79 -0.01
H -0.49 0.03 -0.17
H -0.23 -0.36 -0.45
H -0.23 2.71 -0.35
H 0.02 -0.03 -0.41
H -0.42 -0.33 -0.15
H 0.11 0.90 -0.74
H -1.38 -0.67 -2.73
H -0.04 0.01 0.18
H 1.03 0.21 1.59
H -0.80 -0.65 -0.35
H -0.02 0.56 0.12
Br -0.29 0.46 0.55
C -0.95 -2.34 -0.73
C -0.07 0.99 0.69
C 1.05 -0.13 -0.14
C -2.02 -0.80 -1.35
C 1.08 -0.94 0.69
C -1.37 0.42 -0.75
C 1.41 0.22 0.79
O -0.07 0.76 -0.14
O 0.47 -0.58 1.71
H 1.22 1.13 0.18
H -0.28 0.55 0.13
H 0.21 0.69 -0.17
H 0.41 -0.01 0.06

Record 3
Density functional theory data (wB97M-V/def2-TZVPD) for a 2-piece molecular cluster, C3H7O2S overall.

**Energy relative to the best compared isomer or geometry (same formula, charge and spin)**: 0.5490 eV
**LUMO**: 3.3 eV
**Total charge**: -1
**Highest occupied orbital energy**: -0.15270 hartree
**E**: -667.22311 Ha

Positions of all 13 atoms, in Å:
1 C 0.303457 1.101330 -0.976129
2 C -0.692447 -0.056603 -1.042538
3 S -0.098362 -1.345365 -2.214102
4 H 1.293926 0.696805 -1.133371
5 H 0.259834 1.554274 0.010976
6 H 0.099387 1.826709 -1.766359
7 H -0.836604 -0.534496 -0.090491
8 H -1.682122 0.284033 -1.353310
9 H 0.404690 -2.119950 -1.241642
10 O 0.131984 -0.986939 3.536774
11 C 0.241829 -0.377083 2.462515
12 O 0.912269 -0.638536 1.435397
13 H -0.337841 0.595821 2.372281

Force components x, y, z for each atom (eV/Å):
C -0.40 -0.33 0.04
C -0.03 0.26 -0.57
S -0.43 -0.04 0.27
H 0.27 0.09 0.20
H 0.06 0.18 -0.01
H 0.00 0.10 0.03
H 0.34 -0.14 0.35
H 0.06 -0.06 -0.30
H 0.11 0.02 -0.09
O -0.06 -0.04 0.04
C 0.21 0.23 -0.27
O -0.01 -0.25 0.16
H -0.12 -0.05 0.16

Record 4
Density functional theory data (wB97M-V/def2-TZVPD) for a 2-piece molecular cluster, C8H22N2Si overall at a distorted geometry.

**Energy relative to the best compared isomer or geometry (same formula, charge and spin)**: 6.3893 eV
**LUMO (alpha / beta)**: 0.3 / 0.3 eV
**Highest occupied orbital energy (alpha / beta)**: -0.25026 / -0.25059 hartree
**E**: -716.84353 Ha

Positions of all 33 atoms, in Å:
1 C -2.883621 2.124888 -0.777819
2 C 2.583172 1.636634 -0.204516
3 C 2.349395 -0.313214 1.283011
4 C 2.859550 -0.734178 -1.125032
5 C -2.462778 -1.775141 0.860189
6 C -0.868020 -3.156385 -0.196686
7 C -1.546304 2.418786 0.100944
8 C 2.030423 0.202635 -0.156564
9 N -0.860543 1.183648 0.591965
10 N -1.068164 -1.991662 0.653533
11 Si 0.193208 0.337873 -0.357682
12 H -2.646863 1.724725 -1.789253
13 H -3.500715 1.440644 -0.305686
14 H -3.514578 3.083105 -0.788601
15 H 1.727540 2.320388 0.067946
16 H 3.337413 1.659715 0.546319
17 H 3.031274 1.909387 -1.073693
18 H 1.701411 -1.022125 1.620496
19 H 2.301895 0.473313 1.936398
20 H 3.255269 -0.827359 1.310182
21 H 3.879193 -0.730071 -0.838553
22 H 2.388778 -1.715023 -0.923374
23 H 2.726653 -0.419880 -2.167922
24 H -2.805331 -2.576758 1.439325
25 H -2.674191 -0.879713 1.621238
26 H -2.944080 -1.427981 -0.038104
27 H -1.401131 -4.049697 0.410094
28 H -1.436125 -3.047425 -1.186864
29 H 0.238501 -3.342308 -0.392423
30 H -0.832738 3.070854 -0.539257
31 H -1.836404 3.029469 1.024521
32 H -1.416729 0.732292 1.240207
33 H 0.094646 0.660564 -1.844332

Force components x, y, z for each atom (eV/Å):
C 1.84 2.63 -0.02
C -2.70 -0.36 2.28
C -0.35 0.39 -2.51
C -3.29 0.32 0.36
C 1.17 3.92 1.36
C -1.07 -0.60 0.44
C -0.71 0.76 -0.55
C 1.84 -1.00 0.92
N 0.12 3.08 -1.48
N 2.49 1.51 -0.81
Si -0.46 -3.12 -1.44
H -0.11 0.59 0.65
H -1.00 -1.62 1.15
H 1.10 -1.19 -0.48
H 1.23 0.01 -0.17
H 0.57 0.54 0.72
H 0.87 0.82 -2.88
H -2.36 -2.04 0.80
H 0.17 1.92 1.86
H 2.05 -0.30 0.02
H 1.01 0.04 0.25
H 0.70 0.05 -0.65
H 0.12 -0.31 0.16
H -1.36 -1.67 0.19
H 0.70 -1.43 -1.32
H -1.11 -0.66 -0.56
H 1.39 1.31 -1.52
H 0.76 -0.46 0.89
H -1.51 0.03 0.33
H -1.06 -1.16 1.16
H 0.39 -0.71 -1.36
H -0.96 -1.29 1.56
H -0.45 -0.02 0.60